1.
Density functional theory data (ωB97M-V/def2-TZVPD) for a molecular structure, C22H33Cl5GdN6OSi.

Summary:
Maximum force, eV Å⁻¹: 2.03
Charge: +1
Spin multiplicity: 8
Frontier orbital gap (alpha / beta), eV: 7.98 / 4.84
HOMO (alpha / beta), eV: -10.676 / -10.669
Molar mass, g/mol: 760.15
Energy, eV: -125664.3657
Energy relative to the best compared isomer or geometry (same formula, charge and spin), eV: 0.4783

```
69
Properties=species:S:1:pos:R:3:forces:R:3:lowdin_spin:R:1
Gd -0.815650 1.078977 0.451808 1.13 -0.93 1.41 6.815
Cl -1.418775 -0.833142 -6.496869 -0.01 -0.01 0.07 0.001
Cl 0.273391 5.071473 -0.562526 0.01 -0.02 0.13 0.022
Cl -2.317266 2.905628 -0.722038 -0.23 0.96 -0.11 0.005
Cl -3.243906 -2.746254 -1.814880 0.04 0.06 -0.04 0.001
Cl -2.171043 5.327237 1.602261 0.10 -0.04 0.12 0.028
Si -0.857681 3.965444 0.788411 -0.38 0.40 -0.64 0.075
O -1.661597 -0.575315 -0.615040 -0.08 -0.34 -0.88 0.013
N 0.828642 -2.152339 -0.241069 -0.07 0.03 -0.07 0.001
N -0.062310 1.189715 -1.955543 -0.34 -0.10 -0.17 0.001
N 3.053585 -1.522472 -0.512950 0.05 0.02 -0.03 0.001
N 1.442968 0.002131 0.261427 -0.50 0.26 0.18 0.010
N -0.154812 0.317588 3.006796 -0.04 -0.09 -0.17 0.001
N -2.941504 0.904717 2.094127 -0.03 -0.02 -0.21 0.004
C 0.701723 2.043410 -2.589206 0.08 0.07 -0.16 0.002
C -2.503460 0.974798 3.495862 -0.23 0.13 -0.04 0.001
C -1.478871 -0.751760 -4.766364 0.16 0.23 -0.10 0.002
C 0.720287 -0.861816 3.105334 -0.03 0.03 0.05 0.001
C 1.784300 -1.183892 -0.172191 0.28 -0.24 -0.15 0.002
C 3.419905 -2.838143 -1.050422 0.01 0.19 0.05 0.000
C 0.822530 2.075961 -3.990719 0.06 0.09 0.14 0.000
C 2.474482 1.012957 0.384519 0.02 0.12 0.04 -0.001
C -2.290742 -1.578680 -2.664389 -0.24 -0.27 -0.43 0.003
C 4.113844 -0.510628 -0.578113 -0.07 -0.19 -0.03 0.000
C 2.421165 -3.901804 -0.656363 0.03 -0.08 0.07 0.000
C -2.234591 -1.641466 -4.076606 -0.14 -0.16 0.27 0.000
C -3.513577 -0.418502 1.786223 -0.04 0.03 0.02 0.000
C -4.010582 1.902739 1.907437 0.07 -0.03 0.06 0.002
C 0.108901 1.182984 -4.731395 -0.10 -0.11 -0.03 0.001
C 0.563725 1.483006 3.533027 0.02 0.07 0.01 0.002
C 3.518600 0.872652 -0.703993 0.05 0.04 -0.09 0.001
C -1.357377 0.053410 3.812266 0.15 -0.07 0.12 0.001
C -0.790110 0.286144 -2.680567 0.18 0.07 0.07 0.002
C 1.033704 -3.394418 -0.975740 -0.05 0.11 0.03 0.000
C -0.724947 0.243243 -4.082558 0.05 -0.05 -0.34 0.000
C -1.610103 -0.630811 -1.954423 0.05 0.02 0.81 0.002
H 2.007313 2.009440 0.352300 0.00 -0.01 -0.06 -0.001
H -4.340929 1.909998 0.873375 -0.04 -0.04 -0.01 0.000
H 1.464176 2.810133 -4.457234 0.00 -0.01 0.02 0.000
H 0.262764 -4.094812 -0.661603 0.00 -0.04 0.01 0.000
H 3.043518 0.973744 -1.683061 0.00 0.03 0.02 0.000
H 3.488484 -2.770716 -2.141517 0.00 0.01 -0.02 0.000
H 0.918859 -1.095427 4.158647 0.02 -0.03 -0.02 0.000
H 4.418578 -3.072753 -0.679815 -0.01 -0.04 0.04 0.000
H 2.490814 -4.113486 0.412881 0.02 0.00 -0.02 0.000
H 2.966825 0.955463 1.366036 0.02 0.00 -0.01 0.000
H 0.925667 -3.241489 -2.055918 -0.02 0.01 -0.01 0.000
H 4.745769 -0.584150 0.310910 0.02 0.00 0.03 0.000
H -2.245647 2.014077 3.712546 0.05 0.00 -0.02 0.000
H 1.659597 -0.673850 2.594882 0.02 0.01 0.02 0.000
H -3.346370 0.722382 4.153583 0.01 0.00 0.04 0.001
H -1.649078 -0.983852 3.649584 -0.02 0.00 -0.03 0.000
H 0.240369 -1.719480 2.634957 0.01 -0.01 -0.01 0.000
H -0.119576 -1.794609 -0.213467 0.00 0.00 0.00 0.000
H 1.246842 2.757706 -1.982646 -0.01 0.02 0.00 0.000
H -2.764008 -1.204397 1.853075 0.01 -0.02 0.00 0.000
H 1.417997 1.710262 2.894423 0.00 -0.01 0.02 0.000
H -4.340236 -0.645291 2.471012 0.03 -0.03 0.02 0.000
H 2.637834 -4.820680 -1.199409 -0.02 -0.01 0.00 0.000
H -1.115294 0.141073 4.879386 -0.01 -0.01 0.03 0.000
H -3.643801 2.896065 2.160441 -0.01 0.01 -0.01 0.000
H 0.167545 1.181980 -5.811199 0.00 -0.01 0.01 0.000
H -3.887429 -0.414199 0.765946 -0.01 -0.03 -0.02 0.000
H -0.080359 2.361325 3.557866 -0.01 -0.01 -0.01 0.002
H 4.294913 1.633777 -0.622791 0.00 -0.03 0.03 0.000
H -2.798955 -2.403577 -4.596440 0.01 0.01 0.03 0.000
H -4.858110 1.659229 2.558333 -0.03 0.05 -0.01 0.001
H 0.930347 1.292646 4.549389 0.00 0.00 0.00 0.001
H 4.738735 -0.749304 -1.440004 -0.01 0.03 -0.02 0.000
```
Positions in Å, forces in eV/Å.

2.
Density functional theory data (ωB97M-V/def2-TZVPD) for a molecular structure, C22H33FN6.

Summary:
Maximum force, eV Å⁻¹: 19.95
Charge: 0
Frontier orbital gap, eV: 8.31
HOMO, eV: -8.027
Molar mass, g/mol: 400.55
Energy, eV: -34983.1052
Energy relative to the best compared isomer or geometry (same formula, charge and spin), eV: 23.9524

```
62
Properties=species:S:1:pos:R:3:forces:R:3:nbo_charge:R:1
F -2.506828 -5.741061 -1.959089 -3.40 -2.68 -3.47 -0.274
N 3.190620 -2.164835 0.367110 -1.04 -11.14 13.14 -0.029
N -0.337514 2.930556 0.939463 -6.13 0.63 5.47 -0.442
N -0.057407 0.687724 -0.688849 4.83 -1.06 -3.77 -0.468
N 3.100047 -0.738919 -1.275706 -7.45 -3.66 4.28 -0.299
N 1.977423 -2.084385 0.417474 -3.46 8.08 -10.53 -0.218
N 3.745121 -1.504933 -0.312315 11.60 10.31 -12.54 -0.066
C -0.855877 4.265710 1.594316 -8.06 -8.05 -7.13 -0.025
C -0.505331 6.559685 1.919739 2.25 3.11 2.60 -0.407
C -1.500556 -3.342458 0.499639 4.89 -3.07 -0.32 -0.186
C 0.445960 -4.414572 -0.545576 5.24 -2.60 -1.07 -0.239
C 0.685613 2.916698 -0.001195 -2.73 -0.66 1.69 -0.298
C -1.002296 -0.458340 -3.132136 0.83 2.63 -4.71 -0.638
C -1.549255 2.091963 0.540269 3.10 -0.21 -2.29 -0.221
C -1.013769 0.664255 0.168843 0.79 6.47 8.31 -0.201
C 0.070754 5.142786 1.613438 8.49 13.05 -5.81 -0.443
C -2.176657 5.268989 3.323038 3.10 6.84 6.04 -0.383
C -1.438220 4.225366 2.905045 2.92 -8.57 1.27 -0.438
C 0.083545 -3.561728 0.372298 -4.75 3.77 2.52 -0.016
C 1.387650 0.421792 -3.358408 -7.93 7.36 -2.22 -0.626
C 0.268127 -0.717417 -1.157647 11.71 9.71 -5.79 -0.109
C 1.093491 -2.606430 1.167649 -6.65 -6.38 4.36 -0.243
C 0.953735 1.512263 -0.073350 8.65 -3.09 -3.22 -0.150
C -1.682223 -5.081902 -1.321636 3.44 2.92 7.87 0.443
C -0.937640 6.456562 3.327282 -11.95 4.09 -3.87 -0.335
C -0.326964 -5.326368 -1.280845 -2.19 0.59 -4.41 -0.313
C -2.221529 -4.290599 -0.167919 9.81 -0.27 -2.62 -0.257
C 1.641548 -1.200896 -0.799599 5.11 1.41 1.65 0.331
C 0.539337 -0.529046 -2.938562 -7.48 -7.31 6.98 -0.080
H 0.844496 -1.551550 -3.095533 0.24 -0.35 -0.66 0.203
H -1.600495 7.450972 3.679367 2.07 -2.10 -0.83 0.173
H 1.409626 3.516239 0.414735 2.29 1.15 -0.06 0.228
H -0.619973 0.365624 1.201002 0.28 0.08 -0.01 0.107
H -1.279814 6.994018 1.368594 -1.74 -0.74 -1.47 0.217
H -1.990585 2.453297 -0.410096 -0.01 0.48 0.23 0.161
H -1.422889 0.509637 -2.853698 0.42 0.17 0.61 0.218
H 1.617765 -4.553510 -0.606033 -2.26 0.27 -0.24 0.222
H -2.080956 3.399647 2.970240 -0.85 -2.11 -0.16 0.212
H 1.897274 1.595779 -1.035706 -2.24 -0.90 3.10 0.211
H 0.087196 7.643644 1.890562 0.27 -3.20 -0.20 0.207
H 0.876699 5.047112 2.282325 1.20 -0.64 0.75 0.225
H -0.309117 6.286074 3.998981 5.49 -1.81 5.59 0.165
H 2.261911 0.348890 -3.119508 9.67 -0.40 3.62 0.233
H -1.957007 -2.756047 1.260483 -0.12 0.71 0.36 0.215
H -2.322086 1.964811 1.241921 -0.60 0.35 1.32 0.204
H -0.530057 3.857902 3.547175 -1.59 1.03 -0.35 0.198
H -1.073368 -0.312154 -4.267078 -0.59 -0.65 0.95 0.194
H -3.004543 5.472896 2.809932 -2.94 1.32 -2.87 0.204
H 1.446481 0.290067 -4.361567 -0.14 0.03 -3.70 0.230
H -0.275561 -1.330599 -0.793140 -8.03 -7.55 3.56 0.173
H -1.738364 -1.169792 -2.821007 0.45 -1.10 0.35 0.224
H 1.580110 1.068960 1.041268 -2.26 1.03 -3.32 0.190
H 0.200555 3.179230 -0.865671 -0.02 1.46 -3.22 0.176
H 0.426087 -2.008901 1.781744 0.22 1.07 -0.23 0.215
H 0.509627 5.606965 0.529392 -0.44 -2.53 2.20 0.215
H -3.112629 -4.137962 -0.208045 -10.86 1.11 0.02 0.176
H 1.552219 -3.245703 1.924687 0.36 -0.11 -0.05 0.247
H -1.719865 0.078755 0.243641 -7.50 -6.20 -1.52 0.198
H 0.844102 1.460099 -3.185023 1.69 -1.62 -0.27 0.199
H -0.132002 -5.784433 -2.326439 1.16 0.13 2.16 0.231
H -1.778670 4.536958 0.709038 2.16 -0.03 2.47 0.149
H -2.576424 5.251540 4.368800 0.69 -0.54 -0.55 0.209
```
Positions in Å, forces in eV/Å.

3.
Density functional theory data (ωB97M-V/def2-TZVPD) for a molecular structure, C22H33MoN3O2SSeSi.

Summary:
Maximum force, eV Å⁻¹: 3.59
Charge: -2
Spin multiplicity: 3
Frontier orbital gap (alpha / beta), eV: 4.59 / 5.57
HOMO (alpha / beta), eV: 0.069 / -0.912
Molar mass, g/mol: 606.58
Energy, eV: -117832.4520

```
64
Properties=species:S:1:pos:R:3:forces:R:3:lowdin_spin:R:1
Mo 0.189500 -0.109200 0.210500 -0.03 -1.66 -0.24 1.656
Se -0.600600 -0.906100 2.288400 0.05 -0.04 -0.10 -0.023
S 4.281600 1.396100 1.851900 1.25 0.66 0.53 0.097
Si 0.468500 -2.390000 -0.909800 -0.25 -1.76 0.09 0.019
O 1.354500 0.377600 -1.733400 0.73 0.30 -0.07 0.028
O -1.714500 0.239700 -0.351300 -2.45 0.39 -0.52 0.065
N 0.049700 1.915500 -0.050500 1.11 0.90 -0.05 -0.004
N -1.178400 2.349200 0.293800 -2.28 0.60 0.23 0.022
N 1.983500 0.147300 0.926900 3.08 0.99 1.56 -0.004
C 2.549000 -4.517100 -0.810700 -0.25 0.23 -0.10 0.000
C -6.145600 2.618700 0.576600 0.19 -0.18 -0.03 -0.002
C -0.652500 -4.215500 -2.967200 0.16 0.16 0.25 -0.001
C -2.088000 1.407700 0.068200 2.65 0.59 -0.31 0.002
C -3.789800 3.036100 0.818500 0.42 -0.50 -0.23 -0.002
C 2.344200 -3.060600 -1.237100 -0.06 0.25 -0.04 0.001
C -5.093800 3.429500 0.994800 -0.50 0.11 0.01 0.000
C -4.547100 0.979800 -0.177000 0.98 0.06 0.03 -0.001
C -3.477000 1.797100 0.225500 -1.53 0.33 0.33 0.000
C 1.016800 2.806500 -0.201700 -0.41 -0.35 -0.29 0.017
C 2.224700 1.317400 -1.725100 -0.55 -0.73 -0.69 0.011
C 2.944600 0.690000 1.347900 -1.94 -1.36 -0.84 0.102
C 3.369200 1.191600 -2.720800 -0.25 0.03 0.16 0.001
C -0.216800 -1.891800 -3.718300 0.05 0.07 0.13 0.000
C -2.097400 -2.380300 -2.198900 0.22 0.19 0.19 0.000
C 0.857200 4.191300 0.362800 -0.12 -0.12 -0.08 0.002
C 2.786700 -2.917400 -2.692000 -0.19 0.01 0.12 0.000
C -0.650800 -2.749000 -2.528600 0.20 0.11 0.01 -0.002
C 2.153000 2.467300 -0.966400 0.03 0.58 0.52 0.013
C -0.208600 -3.808500 0.244900 0.12 0.33 -0.26 -0.001
C 3.299000 -2.222000 -0.387900 -0.19 0.05 0.00 0.001
C -5.851600 1.390700 -0.009600 -0.61 0.31 0.10 0.001
H -0.098000 -4.814100 -0.158200 0.05 -0.18 -0.15 0.000
H 0.357200 -4.586100 -3.127000 0.14 -0.15 -0.08 0.000
H -1.263200 -3.632800 0.439700 -0.17 0.11 0.06 0.000
H -2.745100 -2.554500 -3.063400 -0.06 -0.09 -0.20 0.000
H 2.305400 -4.636300 0.241900 0.01 -0.15 0.11 0.000
H 0.412400 4.116000 1.354100 -0.03 0.05 0.01 0.000
H 3.855700 -3.128500 -2.804400 0.17 -0.06 0.07 0.000
H 3.727500 0.165300 -2.761700 -0.01 -0.07 0.05 0.000
H 3.302500 -1.184800 -0.715700 0.03 0.04 0.06 0.000
H -1.211200 -4.330100 -3.902500 -0.08 -0.01 -0.12 0.000
H 2.997400 -2.235300 0.657600 0.03 0.09 0.13 0.001
H -1.127800 -4.839000 -2.213700 -0.04 -0.16 0.09 0.000
H 0.663500 -2.308000 -4.201200 0.14 0.04 -0.09 0.000
H -4.328300 0.019600 -0.622900 0.10 -0.06 0.01 0.000
H 1.927900 -5.200500 -1.388600 -0.08 -0.15 -0.03 0.000
H 3.004800 1.462700 -3.713700 -0.01 -0.02 -0.06 0.000
H 0.014000 -0.878000 -3.399500 0.05 0.18 -0.04 0.000
H -2.172600 -1.332700 -1.920100 -0.10 0.10 0.08 0.000
H -2.472400 -2.977400 -1.372100 -0.13 -0.05 0.19 0.000
H 0.184500 4.794400 -0.252800 0.02 -0.03 0.02 0.001
H -6.664600 0.749700 -0.335100 0.05 -0.02 0.01 0.000
H -1.011700 -1.842900 -4.469500 -0.15 -0.04 -0.12 0.000
H 2.604200 -1.904600 -3.033800 0.01 0.22 -0.19 0.000
H -7.172500 2.934200 0.719000 -0.01 -0.02 -0.02 0.000
H 4.186900 1.855400 -2.451000 0.09 0.05 -0.02 0.000
H -2.975100 3.667500 1.136000 0.09 -0.01 0.02 0.000
H 1.827300 4.681800 0.432300 0.02 -0.02 -0.07 0.000
H 2.968500 3.177600 -1.014500 -0.03 -0.05 0.05 0.001
H 2.246100 -3.602400 -3.341500 -0.05 -0.07 -0.16 0.000
H 4.322500 -2.606200 -0.447600 0.15 -0.13 -0.10 0.000
H 0.284600 -3.767900 1.213100 0.10 0.07 0.11 -0.001
H -5.302300 4.382300 1.467400 -0.02 0.03 0.00 0.000
H 3.598300 -4.799100 -0.957100 0.09 -0.03 -0.03 0.000
```
Positions in Å, forces in eV/Å.